# 1
DFT (ωB97M-V with the def2-TZVPD basis set) results for a molecular structure, C18H12Cl5N6OSTi in a non-equilibrium geometry.

Positions of all 44 atoms, in Å:
H: -2.87 0.64 2.39
H: -3.44 -0.72 3.19
H: 0.81 -2.59 3.33
H: -0.07 -3.44 2.03
H: 1.46 4.60 -2.77
H: 0.22 2.34 -6.18
Cl: -0.90 3.54 -0.39
C: -3.34 2.36 -0.52
C: 0.82 3.60 -4.56
H: 1.75 2.51 -1.50
C: 0.54 2.38 -5.15
Ti: 0.44 0.27 -0.14
N: 1.46 1.64 0.72
C: -1.34 0.95 -0.75
C: 1.39 2.48 -2.52
Cl: -5.89 1.41 -0.52
C: -3.60 -0.03 -0.79
O: 1.24 -1.22 0.78
H: 0.72 4.51 -5.14
C: -1.97 2.20 -0.58
C: -1.51 -2.44 4.50
C: 1.24 3.65 -3.24
H: -1.52 -3.53 4.59
N: -1.25 -2.08 3.13
H: -2.48 -2.05 4.80
C: -1.51 -0.78 2.67
H: -0.75 -2.04 5.19
N: -0.61 -0.35 1.79
S: 1.43 -0.25 -2.25
H: 0.46 0.25 -4.88
Cl: -4.61 -1.43 -0.86
C: 0.68 1.21 -4.44
N: -2.65 -0.10 3.04
Cl: -4.04 3.92 -0.28
C: 0.03 -2.48 2.57
C: 0.32 -1.32 1.64
N: 4.85 4.56 2.00
C: -4.17 1.24 -0.62
C: 3.99 3.79 1.94
C: 2.28 2.29 1.27
C: -2.23 -0.13 -0.86
Cl: -1.41 -1.66 -0.96
C: 1.12 1.25 -3.11
N: 3.05 2.92 2.00

<S²> ... 2.02
Charge ... -1
2S+1 ... 3
HOMO (alpha / beta) ... -2.56 / -4.94 eV
ΔE to the lowest compared entry with this formula, charge and spin ... 7.8 kcal per mole
Molecular weight ... 585.53 u
E ... -126413.9217 eV

# 2
DFT (ωB97M-V with the def2-TZVPD basis set) results for a molecular structure, C6H14N4 in a non-equilibrium geometry.

Positions of all 24 atoms, in Å:
H: 3.92 0.04 -0.89
C: -1.10 0.42 -1.44
C: 2.06 0.30 -0.06
H: -0.11 -2.54 -1.03
H: -3.60 0.08 0.85
H: -0.20 0.48 1.44
H: -1.11 -1.02 1.21
C: 2.15 1.44 0.93
N: -0.62 -0.13 0.76
H: 1.40 1.45 1.69
H: 2.21 2.40 0.40
H: 3.19 1.27 1.29
H: -3.14 -1.27 -0.23
H: -3.74 0.33 -0.78
C: -3.09 -0.12 -0.06
N: 0.60 -2.07 -0.38
H: -1.48 0.95 -2.30
H: 2.68 -0.94 -1.43
N: -0.05 -0.26 -1.50
N: 2.98 -0.30 -0.71
H: -1.91 1.68 0.22
C: 0.40 -0.74 -0.34
C: -1.63 0.58 -0.08
H: 0.59 -2.66 0.44

Charge ... +2
HOMO ... -18.56 eV
ΔE to the lowest compared entry with this formula, charge and spin ... 88.8 kcal per mole
Molecular weight ... 142.21 u
E ... -12390.0862 eV

# 3
DFT (ωB97M-V with the def2-TZVPD basis set) results for 2 unconnected molecules or ions with the total composition C7H19NSi in a non-equilibrium geometry.

Positions of all 28 atoms, in Å:
C: -1.53 0.60 -1.22
H: -2.74 2.06 -2.12
H: -0.90 -2.28 0.34
C: 1.91 1.35 -0.89
H: -0.17 -1.97 1.99
H: 3.40 -1.19 0.80
H: -3.55 0.74 -0.66
H: -0.02 0.31 2.32
H: 1.39 -1.80 -0.61
H: 0.40 -3.26 1.01
C: 2.44 -1.79 1.22
H: -1.08 2.02 -2.71
H: -1.47 -0.01 -2.13
C: -2.65 0.31 -0.26
H: -1.50 2.88 -1.22
H: -3.14 -0.69 -0.03
C: 0.13 -2.20 0.97
H: 2.91 1.04 -0.74
H: 1.90 2.38 -0.79
Si: 0.73 0.42 0.19
H: 1.58 1.15 -1.85
C: -1.62 1.98 -1.80
H: 2.32 -1.39 2.29
H: -2.57 0.85 0.67
H: 2.53 -2.85 1.20
N: 0.41 0.99 1.78
H: -0.34 1.79 1.87
C: 1.24 -1.43 0.37

<S²> ... 2.01
Charge ... 0
2S+1 ... 3
HOMO (alpha / beta) ... -4.15 / -9.62 eV
ΔE to the lowest compared entry with this formula, charge and spin ... 19.0 kcal per mole
Molecular weight ... 145.32 u
E ... -16929.6013 eV

# 4
DFT (ωB97M-V with the def2-TZVPD basis set) results for a molecular structure, C26H21Br2N3O4STl.

Positions of all 58 atoms, in Å:
Tl: 0.29 -3.46 -1.14
O: -1.16 -3.28 0.92
C: 1.64 -0.23 -2.85
C: -4.67 -2.64 -0.94
C: -1.10 0.12 -0.54
C: 0.57 0.16 -1.90
S: 3.25 4.34 0.58
C: 1.97 0.56 1.14
H: -2.53 -2.34 -0.95
C: 2.64 -1.60 0.19
C: 2.30 4.84 -0.82
O: 1.75 4.08 -1.58
H: 4.80 2.35 -0.79
H: 2.58 6.58 -2.00
N: 0.31 1.44 -1.55
C: -3.38 -2.26 -2.91
C: 4.01 1.84 -0.25
H: 4.56 -0.11 -0.93
C: -5.78 -2.75 -1.77
H: 1.23 -0.46 -3.83
O: -4.82 -2.77 0.37
H: 2.84 6.86 -0.26
H: 2.16 -1.11 -2.47
C: 1.16 -0.58 4.40
H: -2.42 -2.07 -3.40
H: -1.96 -0.19 3.19
C: 3.88 0.47 -0.33
C: 2.24 6.34 -1.00
H: -1.13 2.33 -0.22
C: -0.98 -0.60 3.35
C: -3.43 -2.40 -1.55
C: -0.08 0.00 4.22
H: 2.37 0.58 -2.96
H: -6.76 -2.94 -1.36
Br: 2.41 0.27 5.57
C: -0.63 -1.76 2.67
H: 1.40 2.51 1.82
H: -3.97 -2.54 0.87
N: -0.27 -0.66 -1.31
C: -5.58 -2.60 -3.13
C: 2.10 1.93 1.22
H: 0.91 -3.20 2.31
C: -1.60 -2.39 1.68
C: 1.53 -1.73 3.74
C: 2.36 -2.79 0.02
C: 0.63 -2.32 2.87
H: 2.52 -2.15 3.88
H: 1.16 0.06 1.65
N: -4.44 -2.36 -3.73
H: -0.34 0.91 4.75
H: 1.20 6.65 -0.91
H: -1.89 -0.30 0.06
C: 3.11 2.58 0.52
H: 0.88 2.25 -1.75
C: -0.75 1.43 -0.67
C: 2.84 -0.20 0.35
O: -2.77 -1.95 1.71
Br: -7.12 -2.74 -4.27

Charge ... -1
HOMO ... -5.47 eV
ΔE to the lowest compared entry with this formula, charge and spin ... 0.0 kcal per mole
Molecular weight ... 835.73 u
E ... -195579.7841 eV

# 5
DFT (ωB97M-V with the def2-TZVPD basis set) results for a molecular structure, C15H36NO8Si2.

Positions of all 62 atoms, in Å:
H: -2.17 -2.75 -7.56
C: -1.68 -1.80 -7.79
H: -0.68 -0.30 5.90
C: -2.71 -3.15 -0.77
O: 2.93 1.53 6.20
H: -5.63 -1.20 -6.57
H: 5.07 0.31 2.53
H: 5.27 -1.29 1.79
C: 5.34 -0.22 1.62
O: -4.27 -2.62 -6.06
H: 1.61 2.69 1.13
H: -3.87 -2.63 -4.00
H: 4.47 1.28 4.85
H: 3.85 1.99 0.99
H: 2.20 3.43 6.17
H: -3.09 0.87 2.40
C: -3.78 -0.74 -7.51
H: -1.64 2.91 1.16
O: -3.05 -2.63 -1.84
C: -0.93 2.10 1.25
C: 0.31 -0.25 5.43
H: 0.29 1.91 6.55
H: 2.47 2.72 4.57
H: 0.39 -1.06 4.71
H: -0.56 -2.39 0.93
H: -0.16 0.99 -0.46
H: 2.98 0.37 4.47
Si: -1.99 -2.11 0.65
H: 6.36 0.00 1.33
H: 1.83 0.25 -0.21
C: -0.08 2.00 -0.05
O: 4.49 -0.41 -0.57
H: 1.64 3.18 -0.57
C: -4.56 -1.27 -6.33
H: -0.68 -1.80 -7.35
C: 3.63 0.72 5.28
O: 0.45 0.97 4.71
H: -3.99 -1.35 -8.40
H: 2.77 1.35 -1.21
H: -3.02 -3.83 -4.99
H: -2.72 -2.38 1.92
C: 4.41 0.14 0.50
H: -1.57 -1.71 -8.88
Si: -1.82 0.51 1.71
C: 0.66 2.10 5.54
H: -0.53 2.66 -0.78
C: -3.37 -2.80 -4.96
H: -0.92 -0.24 2.61
H: -4.37 -0.65 -5.45
C: 2.36 1.20 -0.21
H: 0.08 2.92 5.11
H: 1.08 -0.36 6.19
H: -4.09 0.28 -7.73
H: 4.02 -0.14 5.82
H: -0.29 2.34 2.10
H: -2.51 -2.14 -5.03
C: 2.12 2.51 5.58
O: -2.09 -0.43 0.39
O: -2.38 -0.70 -7.26
N: 3.43 1.09 0.79
O: -2.73 -4.35 -0.42
C: 1.41 2.37 0.11

Charge ... -1
HOMO ... -4.07 eV
Molecular weight ... 414.62 u
E ... -49765.4377 eV

# 6
DFT (ωB97M-V with the def2-TZVPD basis set) results for C3H2O3 in the gas phase.

Positions of all 8 atoms, in Å:
H: -0.29 0.43 1.73
O: -2.09 0.72 0.84
H: 1.50 -0.88 -1.44
C: -0.91 0.48 0.82
O: 1.49 -1.05 0.59
C: 1.06 -0.64 -0.46
O: -0.57 0.70 -1.56
C: -0.19 0.24 -0.51

Charge ... 0
HOMO ... -10.04 eV
ΔE to the lowest compared entry with this formula, charge and spin ... 36.2 kcal per mole
Molecular weight ... 86.05 u
Structure (SMILES) ... O=CC(=O)C=O
E ... -9283.9585 eV

# 7
DFT (ωB97M-V with the def2-TZVPD basis set) results for C23H21FN2O5S in the gas phase in a non-equilibrium geometry.

Positions of all 53 atoms, in Å:
H: 2.84 -1.06 2.51
O: -0.30 -1.47 -1.38
C: -4.93 0.67 2.76
C: 0.79 -2.26 1.03
H: -2.46 -2.36 -1.83
C: 2.44 0.64 -2.59
C: 1.17 0.44 -3.08
C: 0.60 2.72 -2.50
C: 2.82 1.88 -2.07
C: 2.15 -1.75 0.58
C: -3.55 0.90 2.64
C: 3.90 0.05 1.04
C: -5.53 -0.19 1.87
C: 4.90 0.95 -0.91
H: -0.54 0.62 2.02
O: -0.69 0.77 -0.44
C: 1.88 2.92 -2.04
H: 0.40 -2.98 0.31
H: 1.45 0.94 0.66
O: 4.70 3.23 -1.59
H: -0.14 3.51 -2.46
H: 5.43 0.40 -1.69
H: -5.50 1.16 3.53
C: -4.75 -0.80 0.87
C: -3.10 -1.94 -1.07
C: 4.17 2.14 -1.55
C: -3.36 -0.49 0.84
H: -6.59 -0.40 1.92
C: 0.26 1.48 -3.01
N: -2.79 0.35 1.73
N: -0.18 -1.19 1.14
H: 0.86 -0.51 -3.48
H: 1.90 1.20 2.36
O: 3.97 0.07 -0.30
C: 2.64 -0.65 1.52
H: 2.03 -1.34 -0.43
F: -0.99 1.29 -3.48
O: 4.70 0.58 1.76
C: 1.58 0.46 1.63
H: -6.33 -1.93 -0.04
H: 0.86 -2.74 2.02
H: 2.87 -2.57 0.54
H: 3.16 -0.16 -2.64
C: -5.28 -1.70 -0.08
H: 5.61 1.32 -0.17
H: 2.19 3.87 -1.64
H: -3.05 1.56 3.33
C: 0.24 -0.14 2.05
H: 0.29 -0.57 3.05
S: -0.82 -0.66 -0.31
C: -4.47 -2.26 -1.03
C: -2.56 -1.08 -0.16
H: -4.88 -2.94 -1.76

Charge ... 0
HOMO ... -9.01 eV
Molecular weight ... 456.49 u
Structure (SMILES) ... O=C(COC(=O)C1CCN(S(=O)(=O)c2cccc3cccnc23)CC1)c1ccc(F)cc1
E ... -50962.4059 eV

# 8
DFT (ωB97M-V with the def2-TZVPD basis set) results for 2 unconnected molecules or ions with the total composition C14H16O in a non-equilibrium geometry.

Positions of all 31 atoms, in Å:
H: -0.32 -2.96 0.50
H: -2.37 1.35 -3.77
C: 0.95 -2.89 2.19
H: -0.10 0.94 -4.38
H: 2.11 -2.20 3.97
C: 2.14 -0.86 2.56
H: 0.04 -0.56 -0.13
H: 0.74 2.50 -1.09
H: 0.60 -4.39 3.58
C: 0.51 -0.98 0.76
H: -0.86 3.80 0.12
C: -0.27 2.46 -1.42
H: 1.45 -5.01 2.17
H: 0.94 1.54 0.89
C: 0.43 1.43 -3.59
C: -2.01 1.58 -2.78
H: 1.07 2.27 -3.83
O: 1.67 1.06 1.29
H: 2.86 -0.29 3.13
C: 0.61 -4.40 2.48
C: -2.56 2.70 -0.67
C: 1.54 -0.29 1.41
H: -3.17 2.94 0.19
C: -1.18 2.96 -0.47
C: -0.66 1.81 -2.59
C: 0.25 -2.30 1.14
H: -0.42 -4.58 2.27
C: -2.91 2.05 -1.85
H: -3.98 1.84 -1.88
C: 1.87 -2.19 2.91
H: 1.02 0.66 -3.10

Charge ... 0
HOMO ... -8.27 eV
ΔE to the lowest compared entry with this formula, charge and spin ... 48.5 kcal per mole
Molecular weight ... 200.28 u
Structure (SMILES) ... Cc1ccc(O)cc1.Cc1ccccc1
E ... -16823.1337 eV

# 9
DFT (ωB97M-V with the def2-TZVPD basis set) results for 2 unconnected molecules or ions with the total composition C2H3F2N3O5 in a non-equilibrium geometry.

Positions of all 15 atoms, in Å:
O: 1.57 -1.64 1.27
C: -1.41 -0.37 -0.70
H: -1.84 0.67 -0.67
F: 0.92 0.40 -2.19
H: -2.29 -0.65 0.82
N: 0.65 -0.82 1.10
O: -0.37 -0.84 1.79
H: -1.17 -0.85 -1.69
N: 0.35 1.49 0.58
O: -0.48 1.68 1.42
N: 1.45 -0.29 -1.03
C: 0.64 0.08 0.06
O: -1.83 -1.24 0.24
F: 2.75 0.08 -1.04
O: 1.05 2.30 0.05

Charge ... 0
HOMO (alpha / beta) ... -10.64 / -10.64 eV
ΔE to the lowest compared entry with this formula, charge and spin ... 64.9 kcal per mole
Molecular weight ... 187.06 u
E ... -22252.2587 eV

# 10
DFT (ωB97M-V with the def2-TZVPD basis set) results for a molecular structure, C38H44OP2Pd in a non-equilibrium geometry.

Positions of all 86 atoms, in Å:
H: 1.59 -4.06 3.69
C: 0.55 0.23 -2.09
C: -1.01 1.70 4.02
C: 2.67 -1.87 -3.48
C: 1.63 -4.08 2.61
C: 2.76 -3.63 1.94
H: 2.57 -5.26 -4.54
Pd: -2.95 2.70 3.58
H: -3.95 0.36 2.87
H: 4.88 -8.71 -3.44
H: -6.62 5.17 4.98
P: 1.68 -4.16 -2.02
C: 2.99 -5.90 -3.77
C: 0.93 -0.69 -7.06
C: -5.79 5.13 4.25
H: 3.83 -0.21 -5.35
C: 1.34 -0.26 -8.32
C: -5.55 3.67 3.83
H: -4.92 5.56 4.77
H: 0.15 3.70 5.49
C: 0.58 -4.57 0.49
H: -1.99 1.65 5.89
C: 1.10 1.59 -4.01
H: 3.95 -7.20 -5.19
C: 2.75 -5.61 -2.41
H: -0.91 3.51 6.87
H: -2.60 4.90 6.03
H: -1.23 0.64 3.88
H: 0.36 4.06 1.90
C: 2.81 -3.65 0.54
H: 0.45 4.33 3.63
C: -4.00 0.92 3.82
H: 0.97 3.71 -3.73
H: -6.75 2.03 2.99
H: -5.23 3.12 4.74
H: -1.13 5.73 5.53
C: 1.83 -0.67 -5.98
H: 0.64 -0.29 -9.15
H: -6.05 5.75 3.37
H: 3.79 -2.95 -2.09
C: 4.03 -7.58 -1.81
H: 2.98 0.49 -9.50
H: 3.55 -1.26 -3.69
H: 1.03 2.02 3.38
H: -0.08 -1.06 -6.90
H: -0.28 -4.91 -0.08
H: -0.15 1.78 2.09
C: 0.00 2.27 3.05
H: -3.12 5.39 3.76
C: 1.72 -4.12 -0.19
C: 2.81 -2.84 -2.55
C: -1.73 4.82 5.37
H: 0.28 3.54 -1.34
C: -6.87 3.09 3.30
H: 4.57 0.52 -7.60
C: 3.77 -7.00 -4.13
H: 3.09 -6.27 -0.39
C: 0.97 0.32 -3.43
C: -2.24 4.78 3.95
H: 3.70 -3.30 0.02
C: -0.90 3.58 5.78
C: -1.44 2.28 5.20
C: 0.32 1.38 -1.34
H: 4.43 -8.24 -1.04
C: -0.11 3.80 2.85
H: -7.65 3.13 4.09
C: 0.47 2.64 -1.93
C: 0.85 2.74 -3.26
C: 3.27 -6.47 -1.44
C: 4.29 -7.85 -3.16
C: 0.54 -4.56 1.88
H: 1.41 1.67 -5.05
C: -1.55 4.30 2.84
O: -4.56 3.55 2.82
C: 3.14 -0.22 -6.18
H: -0.35 -4.91 2.40
H: 0.01 1.30 -0.30
H: 0.41 -0.74 -1.63
H: -3.56 0.30 4.61
H: -1.95 4.55 1.86
P: 1.21 -1.25 -4.36
H: -7.21 3.67 2.42
C: 2.65 0.17 -8.52
C: 3.55 0.19 -7.45
H: -5.05 1.11 4.04
H: 3.61 -3.25 2.50

<S²> ... 6.02
Charge ... +2
2S+1 ... 5
HOMO (alpha / beta) ... -11.52 / -12.44 eV
Molecular weight ... 685.14 u
E ... -64202.7498 eV

# 11
DFT (ωB97M-V with the def2-TZVPD basis set) results for a molecular structure, C34H38N4O7Pb in a non-equilibrium geometry.

Positions of all 84 atoms, in Å:
H: -0.31 -1.01 1.99
H: 2.67 1.85 2.64
H: -0.14 3.88 -3.14
C: -1.22 -4.37 1.14
H: 4.13 -2.41 -4.47
H: 3.36 -0.05 -4.76
H: -0.35 -6.24 -1.32
C: -0.92 -4.15 3.53
N: 1.14 -1.01 -2.42
C: -3.19 0.31 1.56
Pb: -0.09 1.16 -0.10
O: -3.09 1.26 3.76
H: 3.31 -0.44 2.30
O: 2.04 1.82 -4.42
H: -3.09 -5.24 0.52
C: 0.79 5.15 -1.27
C: 1.63 1.66 2.82
C: -2.26 -4.54 3.74
H: 0.78 6.29 0.54
N: -2.83 1.14 0.43
C: -2.53 -4.83 1.36
H: -3.92 2.76 -0.24
H: -1.84 -4.56 -0.90
H: 2.45 3.88 -4.58
H: 2.28 -0.60 0.80
C: 1.44 -2.32 -2.41
C: 2.74 5.57 0.09
H: -3.39 1.54 -1.42
O: -1.11 0.56 2.99
C: 2.97 4.26 -1.89
O: -2.45 4.78 0.63
H: -4.26 0.28 1.80
H: -4.51 0.58 -0.59
H: 2.12 -1.74 2.07
O: 0.94 -4.59 -1.93
H: 3.18 5.90 1.03
C: 2.28 -0.66 1.90
C: -2.09 3.60 0.48
H: 3.53 3.68 -2.61
C: -0.88 -4.35 -0.35
H: -2.63 -4.58 4.83
C: 0.14 -5.39 -0.89
H: -0.24 5.33 -1.54
C: -0.14 0.06 2.03
C: 1.36 5.73 -0.10
C: 3.21 -2.03 -4.01
C: 0.85 3.36 -3.03
H: -3.32 -0.80 -2.30
H: 0.89 3.25 -5.21
H: -1.14 -1.60 -1.40
C: 1.43 1.22 -3.34
C: -2.88 -0.64 -1.30
H: -0.24 -3.87 4.35
C: -3.21 2.55 0.59
O: -1.43 -0.67 -1.42
H: -2.90 -0.71 1.29
C: 2.87 -0.69 -4.12
H: 1.14 2.33 2.14
C: 3.54 4.89 -0.82
H: 2.14 -0.04 4.68
H: 1.32 2.05 3.81
H: 0.91 -5.74 -0.16
C: 1.58 3.22 -4.36
H: -3.74 2.76 1.57
N: -0.35 -3.05 -0.83
C: 1.79 -0.21 -3.28
H: -3.22 -1.49 -0.65
H: 0.73 -3.94 2.01
C: 1.24 -0.40 4.11
C: 0.68 -3.29 -1.60
C: 1.25 0.16 2.68
C: 2.45 -2.85 -3.23
N: 0.72 1.94 -2.56
C: -2.48 0.77 2.83
C: -0.38 -4.09 2.24
H: 1.20 -1.48 4.07
H: 4.61 4.91 -0.71
C: -3.13 -4.83 2.64
C: -3.43 0.65 -0.80
H: 2.67 -3.90 -3.17
O: -0.84 3.23 0.22
C: 1.56 4.28 -2.05
H: 0.31 -0.06 4.65
H: -4.17 -5.11 2.84

Charge ... 0
HOMO ... -6.32 eV
ΔE to the lowest compared entry with this formula, charge and spin ... 48.9 kcal per mole
Molecular weight ... 821.90 u
E ... -61412.1568 eV

Q: What is the E in the first record?
A: -126413.9217 eV

Q: What is the molecular weight in the third record?
A: 145.32 u